P) The following is a DFT calculation (ωB97M-V/def2-TZVPD) of the molecule C11H20N2O5.

```
38
Properties=species:S:1:pos:R:3
C -2.898 0.020 -0.718
H -0.991 1.883 -1.425
N 0.348 0.366 -0.991
C 0.882 -0.714 1.095
H 0.660 -2.737 1.228
C 0.870 -0.752 -0.404
H -2.337 1.578 0.642
N 0.246 -1.877 1.697
H -3.783 -0.455 1.065
H 2.963 1.465 1.089
O 1.237 -1.614 -1.165
H 4.410 -1.310 -0.528
C 2.396 -0.708 1.511
O 4.053 -0.688 -1.195
H 1.636 2.115 -0.789
C -2.354 -1.238 -1.371
H -3.204 0.715 -1.519
H -1.484 -0.025 0.972
C -4.142 -0.192 0.084
H 0.475 0.230 1.588
H -1.653 -0.912 -2.152
H 0.548 0.331 -1.997
H -4.889 0.619 0.187
C -1.803 0.706 0.222
H 2.391 -0.845 2.607
H -0.782 -1.803 1.436
C 3.256 0.440 0.899
O -0.562 3.190 0.880
H -3.196 -1.725 -1.841
C -0.650 1.263 -0.565
C 0.067 2.478 0.150
O 3.063 1.207 -1.442
H -1.774 -1.825 -0.624
H 2.795 -1.649 1.098
O 1.312 2.792 -0.174
H 4.207 0.283 1.412
C 3.444 0.375 -0.655
H -4.756 -0.984 -0.304
```

Its spin multiplicity is 1. As for the SMILES: CC(C)C[C@H](NC(=O)[C@@H](N)CCC(=O)O)C(=O)O. The orbital gap is 9.80 eV.

=====

Q) The following is a DFT calculation (ωB97M-V/def2-TZVPD) of the molecule C11H20N2O5.

```
38
Properties=species:S:1:pos:R:3
H -3.594 2.872 0.956
C 4.766 -0.585 0.192
H 0.828 1.895 -0.155
O 0.779 -0.964 -1.489
C 5.344 -0.852 1.609
H 3.327 -3.028 0.140
N 0.247 1.206 -0.663
C -1.812 -0.126 0.083
H -1.605 1.310 -1.647
C -3.149 -0.603 -0.488
H 5.441 0.026 2.112
H 4.642 -1.575 2.085
O -3.177 2.165 0.394
H -5.064 -3.110 0.348
H 2.895 1.840 0.813
N 2.925 1.719 -0.203
C 2.583 0.413 -0.713
C -1.830 2.344 0.199
O -4.639 -2.534 -0.329
H 5.191 -1.345 -0.408
H -1.928 0.164 1.173
O -1.168 3.261 0.755
H 2.890 -2.329 -1.304
H -3.060 -0.920 -1.510
C -1.227 1.180 -0.602
H 6.315 -1.362 1.521
C 2.796 -2.196 -0.251
H 1.770 -2.246 0.029
H 2.731 2.599 -0.742
H -1.149 -0.898 -0.096
H 2.703 -0.487 1.091
O -3.765 -1.744 1.561
H 4.875 0.458 -0.123
H -3.784 0.241 -0.652
H 2.984 0.339 -1.698
C -3.878 -1.682 0.314
C 3.164 -0.771 0.135
C 1.100 0.146 -0.978
```

Its spin multiplicity is 1. As for the SMILES: CC[C@H](C)[C@H](N)C(=O)N[C@@H](CCC(=O)O)C(=O)O. The orbital gap is 9.45 eV.

=====

Most stable to least stable, the ends of the list are P) and Q).

=====

P) The following is a DFT calculation (ωB97M-V/def2-TZVPD) of a structure of composition H24O12Xe.

```
37
Properties=species:S:1:pos:R:3
H 0.195 4.407 -1.824
H 2.485 -2.045 1.311
H -2.716 2.832 1.645
H 3.458 -1.004 0.800
H -1.519 -3.247 0.633
O 1.803 -3.096 -1.592
H 0.658 -3.682 -0.417
H -2.594 0.607 -2.906
O 1.078 4.055 -1.713
H 2.224 2.124 2.148
H 3.565 -0.269 -1.693
O -0.035 -4.150 0.048
H -3.984 -0.519 -1.024
O -3.581 0.293 -1.334
H 1.268 -2.751 -2.307
O 2.727 1.423 2.563
Xe -0.088 0.159 -0.137
H -2.480 0.023 3.004
H -1.740 1.030 2.149
H -0.677 -4.364 -0.630
H 2.420 -3.691 -2.019
H -3.197 0.684 -0.550
H 0.399 3.449 1.741
O 3.012 -1.298 1.594
O -2.920 2.225 0.933
H 2.788 0.742 1.893
H 2.981 -1.608 -1.295
H -1.635 0.912 -4.038
H -2.852 2.756 0.139
H 1.097 3.733 -0.812
H 1.761 4.101 1.624
O -1.779 0.674 3.037
O 1.251 3.351 1.316
O 3.757 -1.058 -1.186
H -2.435 -3.872 1.664
O -2.287 0.273 -3.750
O -2.409 -3.200 0.982
```

Its spin multiplicity is 1. The orbital gap is 9.83 eV.

=====

Q) The following is a DFT calculation (ωB97M-V/def2-TZVPD) of a structure of composition H24O12Xe.

```
37
Properties=species:S:1:pos:R:3
H 2.626 -1.748 0.917
H 4.754 1.175 -0.481
O 1.487 -3.103 -0.025
O 2.077 3.515 -1.376
H -2.824 1.845 -0.042
H 3.759 1.856 0.434
O 3.819 1.352 -0.378
H -1.488 -0.769 -2.286
H 1.453 -3.984 0.346
H -1.972 -1.710 3.554
H 1.732 -0.083 -3.422
H 0.056 -2.768 -1.201
H -3.242 -2.319 0.438
Xe 0.448 0.635 0.242
H -2.725 2.513 -1.397
H -0.972 -3.048 -2.277
O 2.626 -0.348 -3.204
H 1.717 4.069 -0.683
H -3.126 1.875 2.694
H -2.180 0.575 -2.200
H 3.182 0.218 -3.738
H 2.462 2.772 -0.913
H -1.954 -1.896 -0.237
H -0.882 0.572 3.534
O -0.783 -2.461 -1.545
O -2.964 1.688 -0.976
O -1.832 -0.910 3.048
H 2.092 -3.176 -0.763
O -2.784 2.177 1.852
O -1.808 -0.046 -2.826
O -0.656 1.366 4.018
H -3.409 2.843 1.565
O 3.495 -1.355 1.003
H -1.035 2.078 3.501
H 3.513 -0.666 0.338
O -2.646 -1.575 0.341
H -2.016 -1.162 2.144
```

Its spin multiplicity is 1. The orbital gap is 10.15 eV.

=====

R) The following is a DFT calculation (ωB97M-V/def2-TZVPD) of a structure of composition H24O12Xe.

```
37
Properties=species:S:1:pos:R:3
H 13.209 -15.545 8.272
H 9.788 -10.136 5.287
H 11.321 -14.650 9.126
O 10.492 -14.947 8.749
H 9.170 -13.952 7.525
H 13.367 -16.742 7.358
H 13.579 -13.149 11.094
H 11.727 -10.005 11.329
H 10.646 -13.875 4.958
O 12.159 -10.058 10.477
H 11.777 -15.240 6.259
O 15.828 -11.410 6.163
O 13.521 -15.799 7.403
H 13.835 -15.136 9.948
O 10.472 -10.373 4.661
H 9.359 -13.214 5.405
O 10.497 -12.620 10.488
H 10.254 -13.210 9.774
O 8.368 -13.651 7.098
H 15.805 -11.771 7.049
H 12.645 -15.705 10.691
H 15.216 -13.736 8.348
H 9.951 -11.845 10.356
H 15.160 -12.821 9.552
O 15.578 -12.922 8.698
H 7.821 -14.434 7.036
O 11.477 -15.309 5.353
O 10.023 -13.189 4.716
O 13.946 -12.273 10.976
H 15.923 -12.175 5.595
H 10.696 -11.277 4.880
H 10.199 -15.645 9.335
Xe 12.270 -12.279 7.396
H 10.710 -15.880 5.397
O 12.905 -14.984 10.117
H 11.503 -9.744 9.855
H 13.220 -11.753 10.630
```

Its spin multiplicity is 1. The orbital gap is 9.28 eV.

=====

S) The following is a DFT calculation (ωB97M-V/def2-TZVPD) of a structure of composition H24O12Xe.

```
37
Properties=species:S:1:pos:R:3
H -12.739 6.767 11.198
O -13.369 8.455 8.085
O -8.220 2.034 9.163
H -11.867 8.929 10.519
H -7.356 1.860 8.790
H -13.836 7.746 11.558
H -14.238 8.151 7.822
H -10.728 9.195 11.480
H -11.356 5.059 4.808
H -11.515 3.482 12.944
O -11.055 3.570 12.109
H -9.778 6.561 12.711
O -9.446 5.664 12.653
O -13.273 4.632 11.015
Xe -10.837 5.808 8.605
H -9.033 8.421 7.297
H -8.748 5.709 12.000
H -8.678 2.532 8.486
H -10.574 5.038 3.512
H -14.012 3.005 8.062
O -9.529 9.072 6.802
O -12.509 4.094 5.640
H -10.622 4.422 12.161
O -9.430 3.384 6.925
H -13.390 4.226 10.156
H -13.146 7.915 8.843
O -13.449 3.673 8.454
O -10.594 5.446 4.377
H -13.119 4.176 7.709
O -11.120 9.508 10.665
H -9.867 4.159 6.572
O -13.110 7.614 10.950
H -13.376 4.325 5.305
H -12.335 3.226 5.275
H -12.520 4.179 11.394
H -9.933 8.576 6.090
H -8.810 3.126 6.243
```

Its spin multiplicity is 1. The orbital gap is 10.09 eV.

=====

Most stable to least stable, the ends of the list are Q) and P).